The following is a DFT calculation (wB97M-V/def2-TZVPD) of a 9-piece molecular cluster, C41H75FN5O27P overall.

```
150
Properties=species:S:1:pos:R:3:forces:R:3
P -1.638120 -0.325211 0.024780 -0.592 -1.085 -0.751
F -4.271836 4.874655 -2.136454 0.019 0.206 -0.244
O 4.312696 -2.610802 -2.121114 -0.002 0.009 -0.028
O 7.320810 -5.607184 3.370158 0.013 -0.037 -0.006
O 0.386418 4.480877 -6.775393 -0.039 -0.039 -0.020
O 2.877355 2.909202 -0.757325 0.069 0.174 0.259
O 8.458942 -6.368980 1.571897 -0.002 -0.015 0.011
O -3.438941 6.112820 6.893271 -0.032 -0.032 -0.005
O 6.355720 -2.803217 -1.167555 0.042 0.057 -0.016
O -3.636737 4.424828 5.564899 -0.033 -0.046 0.003
O 1.370270 -3.789782 3.395198 0.024 -0.004 0.000
O 1.209180 -2.037446 1.978569 0.000 -0.080 -0.125
O -0.134453 4.475775 -4.577424 -0.017 -0.041 0.162
O -10.788149 1.863752 1.546547 0.012 0.030 0.006
O 5.082797 -1.172826 -0.559988 0.016 0.034 -0.016
O -11.921020 3.279060 2.718132 -0.014 -0.023 -0.027
O -9.370185 1.032535 -2.747467 -0.007 0.050 0.033
O -4.467575 3.957391 -0.157906 -0.070 -0.055 0.103
O -9.245954 1.391179 -4.970229 0.020 -0.008 -0.013
O -3.589716 1.330669 -1.531326 -0.191 -0.036 0.217
O 11.747060 -10.624402 -2.083267 -0.014 -0.009 -0.007
O -1.425901 5.464358 -6.141950 0.014 -0.028 0.023
O 11.712495 -8.478531 -2.781137 -0.007 0.002 -0.012
O -3.783572 6.501592 4.691812 -0.010 -0.007 -0.004
O -10.465442 4.066104 1.175781 -0.003 0.005 -0.014
O 10.414939 -9.245442 -1.093631 -0.009 -0.018 -0.002
O 1.071630 -1.658765 4.097611 0.010 0.009 -0.025
O -8.342926 2.836767 -3.651026 0.010 0.000 -0.023
O 8.678519 -7.264211 3.630760 -0.006 -0.022 0.016
N -2.665418 3.402338 -1.525577 0.218 -0.225 0.624
N -1.883532 2.749723 2.003021 -0.031 -0.091 -0.006
N -2.207892 -1.196283 -1.127724 0.300 -0.074 0.473
N 0.752189 2.632426 0.122433 0.381 -0.291 -0.083
N 1.050426 -0.010053 -2.084773 0.037 0.028 -0.056
C 1.111163 -2.102531 5.468508 -0.063 -0.019 0.210
C 9.824072 -7.937558 -0.946246 -0.105 0.169 0.066
C -3.889844 3.885130 4.258680 -0.066 0.009 0.040
C 1.788307 3.376047 -0.564886 -0.117 -0.189 -0.100
C 2.524377 -2.365074 5.937058 0.072 0.015 -0.134
C 8.175679 -6.408567 2.744822 -0.008 0.039 -0.010
C -8.012725 3.325924 -2.335984 0.001 0.139 0.193
C 7.013551 -3.603536 -3.388145 -0.038 0.149 0.010
C 11.323203 -9.358593 -2.056833 0.022 0.000 0.015
C 8.791675 -7.660903 -2.016084 0.047 -0.122 -0.118
C -3.879053 4.062153 -1.170768 -0.014 0.029 -0.035
C -0.109117 2.000701 -0.869844 -0.326 0.447 0.089
C -6.862018 2.569514 -1.713557 -0.094 -0.227 -0.163
C 1.435379 -2.952017 0.893383 -0.051 -0.002 -0.198
C -9.848973 1.593336 0.497909 0.056 -0.126 -0.052
C 5.170363 -2.227574 -1.368283 -0.042 -0.091 0.134
C -9.925657 0.148694 -5.174234 -0.032 -0.013 -0.058
C 1.393149 4.758682 -0.980108 0.191 -0.188 -0.422
C -1.725129 2.222435 0.995844 0.123 0.141 0.132
C 6.621924 -3.964892 -1.973382 0.068 -0.255 -0.003
C 1.290449 1.723199 1.156171 -0.191 0.020 0.148
C -0.368777 4.770909 -5.724973 0.013 0.077 -0.003
C -3.637874 5.752387 5.624169 0.038 0.033 0.006
C -13.250257 5.211117 2.018440 0.004 -0.103 -0.099
C 6.666330 -4.636897 2.529701 -0.071 0.225 -0.098
C 1.225856 2.230095 -6.292759 -0.148 0.021 0.001
C -2.691685 2.024862 -1.178656 0.015 0.203 -0.250
C -9.016179 1.692969 -3.692777 0.005 -0.011 -0.008
C -3.448986 7.529071 7.138411 0.071 0.179 0.072
C -12.300443 4.628056 3.040870 -0.036 0.163 0.124
C 1.559737 3.690409 -6.498720 0.205 -0.076 -0.006
C 3.861160 -0.430903 -0.678966 0.078 0.077 0.110
C -1.516088 1.558835 -0.280230 0.381 -0.152 -0.056
C 0.549339 0.881280 -1.565058 -0.070 -0.245 -0.053
C 5.560762 -5.255935 1.706305 -0.014 -0.156 -0.022
C -2.341470 5.833499 -5.105948 -0.077 0.061 0.040
C -4.852501 8.092447 7.161142 -0.073 -0.114 -0.044
C -11.007860 3.158721 1.755533 0.003 -0.002 0.014
C 12.703407 -10.905727 -3.108852 0.044 -0.054 0.009
C 1.233264 -2.614352 3.185206 -0.016 0.109 0.040
C 9.587230 -8.226149 3.084085 0.048 -0.027 0.036
H -1.896851 3.900121 -1.082796 0.010 0.127 -0.178
H -3.064426 -1.667273 -0.863517 -0.202 0.193 -0.355
H 9.990887 -8.764051 3.935758 -0.018 0.002 0.014
H -1.822542 6.353967 -4.303581 0.018 -0.027 0.019
H 10.610046 -7.183069 -0.942239 0.046 -0.044 -0.072
H 2.370586 1.809968 1.202397 0.039 -0.023 -0.066
H 7.294555 -4.504304 -3.934359 0.011 -0.011 0.008
H 10.388068 -7.733636 2.536522 -0.013 0.010 -0.022
H 13.546289 -10.220883 -3.049160 -0.009 0.023 -0.010
H -11.404304 5.238269 3.149289 0.026 -0.025 -0.069
H -8.900317 3.299759 -1.704901 -0.023 -0.061 -0.030
H 0.333920 4.828279 -1.214703 -0.038 0.136 0.063
H -2.844070 4.952885 -4.709109 0.038 -0.013 0.024
H -7.749398 4.369363 -2.496709 0.002 -0.010 -0.076
H -9.681132 0.521283 0.512401 -0.043 -0.010 0.037
H 5.962695 -5.978139 0.996806 0.021 0.039 -0.029
H -10.258345 1.878709 -0.467582 0.004 0.024 0.004
H 2.143552 1.653715 -6.177025 0.011 0.001 -0.005
H -14.122557 4.567419 1.900584 -0.024 0.027 0.038
H -4.919724 4.086491 3.966872 0.011 0.033 -0.023
H -12.780956 4.546502 4.013801 0.007 -0.061 -0.001
H 2.080085 4.110583 -5.638580 -0.065 0.004 0.039
H 3.813808 0.089290 -1.632287 0.004 -0.047 -0.039
H 2.461581 -3.314876 0.911681 -0.006 -0.027 0.038
H 8.032627 -8.444298 -2.022922 -0.036 0.035 0.044
H 0.745671 -3.790929 0.940673 0.015 -0.019 0.076
H 7.862891 -2.919667 -3.383232 0.033 -0.043 -0.003
H -10.137927 0.103005 -6.237718 0.019 0.013 -0.007
H -9.287526 -0.684156 -4.883861 -0.011 -0.001 0.040
H 9.359470 -7.947757 0.034040 0.038 -0.061 0.025
H 2.967265 -3.197931 5.393292 -0.029 -0.028 0.018
H 0.480525 -2.984018 5.578090 0.036 -0.034 -0.065
H 7.408492 -4.149157 1.898643 0.022 -0.057 -0.022
H 0.874341 1.993940 2.124388 -0.061 0.010 0.000
H 7.440802 -4.465067 -1.458778 0.009 0.061 0.049
H 3.003503 -1.088971 -0.584386 -0.012 -0.025 -0.051
H 0.660967 -1.285258 6.027939 -0.005 0.035 -0.055
H 8.306395 -6.706166 -1.812736 -0.013 -0.006 0.028
H 6.269570 -3.897758 3.222349 0.019 -0.055 0.072
H 1.049221 0.678699 0.965626 0.098 -0.033 -0.063
H 0.675971 1.841586 -7.150202 0.046 -0.015 -0.022
H 3.881820 0.290396 0.131893 0.023 0.019 -0.020
H -5.996925 2.575587 -2.378021 0.023 0.048 0.027
H -5.464469 7.556485 7.887374 0.015 0.035 0.037
H 12.240313 -10.828565 -4.091187 0.007 0.041 -0.005
H 9.248928 -7.616602 -3.003696 0.021 0.042 0.014
H 4.840580 -5.768835 2.344588 -0.031 0.076 0.025
H -5.321823 8.006176 6.182685 0.028 0.024 -0.016
H -2.829394 8.028369 6.393998 -0.038 -0.035 -0.056
H -2.972682 7.637146 8.110952 0.005 -0.060 0.005
H -13.585021 6.196116 2.344367 -0.005 0.002 0.014
H -7.128379 1.528528 -1.533063 -0.037 0.015 0.014
H -12.763629 5.314815 1.050155 0.027 0.026 0.016
H 6.186594 -3.125897 -3.911124 -0.023 -0.035 0.003
H -0.301036 2.741106 -1.653242 0.007 -0.004 -0.006
H 13.032514 -11.924805 -2.930899 -0.020 -0.007 0.010
H -6.588574 3.026023 -0.765022 -0.014 0.038 0.006
H -3.065710 6.497561 -5.566760 0.014 -0.029 -0.069
H -10.850586 0.116675 -4.602930 0.008 -0.003 0.025
H 1.637273 5.434476 -0.160949 -0.123 0.026 0.063
H -2.299766 -0.390617 1.260627 0.155 0.309 0.198
H 3.145597 -1.481797 5.785028 -0.014 0.018 0.051
H 1.987905 5.025849 -1.849926 -0.068 0.160 -0.016
H 5.042167 -4.476668 1.146125 -0.003 0.016 0.009
H -8.914459 2.121594 0.677403 -0.006 0.024 -0.014
H 9.060451 -8.914819 2.425099 0.002 0.020 -0.030
H 0.617147 2.087438 -5.401306 0.031 0.008 0.023
H -3.207150 4.303891 3.528313 -0.003 0.033 0.004
H -4.823795 9.146201 7.439324 0.008 0.004 0.012
H 1.261106 -2.391813 -0.021767 0.006 0.044 0.015
H 2.520794 -2.609744 6.999131 -0.006 0.007 0.010
H 5.753145 -4.622980 -1.950252 -0.048 0.060 -0.039
H 2.185843 3.825616 -7.377837 -0.048 0.037 -0.030
H -0.315531 -0.681757 0.281059 0.180 0.524 0.312
H -3.726830 2.816141 4.344589 0.018 0.000 0.033
```
Forces are in eV/Å.

Calculated values
Orbital gap (eV): 9.301
Multiplicity: 1
SMILES string: CC(=O)N(C)[C@@H](C#N)[C@](C#N)([PH2]=N)C(=O)NC(=O)F.CCOC(=O)OC.CCOC(=O)OC.CCOC(=O)OC.CCOC(=O)OC.CCOC(=O)OC.CCOC(=O)OC.CCOC(=O)OC.CCOC(=O)OC
Total charge: 0
E_HOMO (eV): -9.40